The following is a DFT calculation (the ωB97M-V functional and the def2-TZVPD basis) of a molecular structure, C34H55ClN3OP2Pd.

The geometry in XYZ format:
```
97
Properties=species:S:1:pos:R:3:lowdin_spin:R:1
C 2.225 -1.240 -1.759 0.01
C 1.543 0.854 -2.615 0.01
C 3.061 -1.457 -2.860 0.00
C 2.255 0.582 -3.822 0.00
C 3.027 -0.559 -3.932 0.00
H 3.691 -2.342 -2.855 0.00
H 2.204 1.352 -4.590 0.00
H 3.623 -0.737 -4.828 0.00
N 1.486 -0.135 -1.651 0.13
P 0.507 -2.308 0.168 0.11
P 0.474 2.640 -0.743 0.20
C 2.167 -2.281 -0.642 0.01
H 2.419 -3.276 -1.038 0.00
H 2.922 -2.043 0.126 0.00
C 0.950 2.119 -2.378 0.02
H 0.943 2.801 -3.237 0.00
C -1.229 3.520 -0.837 0.03
C 1.852 3.918 -0.386 0.03
C -0.479 -3.486 -0.971 0.03
C 0.864 -3.167 1.810 0.01
C -2.281 2.571 -0.246 0.01
H -2.096 2.398 0.819 0.00
H -3.284 3.013 -0.341 0.00
H -2.284 1.600 -0.759 0.01
C -1.287 4.829 -0.033 0.00
H -1.033 4.684 1.023 0.00
H -0.653 5.614 -0.456 0.00
H -2.318 5.214 -0.064 0.00
C -1.555 3.806 -2.304 0.01
H -2.489 4.388 -2.350 0.00
H -0.776 4.404 -2.795 0.00
H -1.710 2.883 -2.876 0.00
C 1.771 4.434 1.068 0.00
H 1.716 3.610 1.790 0.00
H 2.678 5.019 1.291 0.00
H 0.903 5.083 1.228 0.00
C 3.217 3.234 -0.600 0.00
H 3.334 2.337 0.018 0.00
H 3.353 2.961 -1.654 0.00
H 4.020 3.944 -0.331 0.00
C 1.773 5.087 -1.389 0.01
H 1.671 4.724 -2.421 0.00
H 0.964 5.795 -1.173 0.00
H 2.714 5.658 -1.331 0.00
C -0.457 -3.656 2.423 0.00
H -0.257 -4.006 3.447 0.00
H -1.193 -2.843 2.485 0.00
H -0.893 -4.500 1.875 0.00
C 1.483 -2.139 2.767 0.00
H 2.434 -1.742 2.393 0.00
H 0.797 -1.310 2.970 0.00
H 1.692 -2.643 3.723 0.00
C 1.861 -4.330 1.671 0.01
H 2.799 -4.022 1.195 0.00
H 2.106 -4.687 2.681 0.00
H 1.454 -5.183 1.123 0.00
C -0.369 -3.004 -2.427 0.00
H 0.649 -3.109 -2.828 0.00
H -1.033 -3.621 -3.054 0.00
H -0.694 -1.960 -2.534 0.00
C -1.953 -3.463 -0.555 0.00
H -2.381 -2.459 -0.616 0.00
H -2.519 -4.104 -1.247 0.00
H -2.106 -3.849 0.457 0.00
C 0.017 -4.940 -0.908 0.01
H 1.089 -5.048 -1.114 0.00
H -0.225 -5.430 0.043 0.00
H -0.518 -5.509 -1.685 0.00
Pd 0.181 0.132 0.100 1.10
C 1.595 0.766 1.186 0.10
O 2.459 1.044 1.911 0.00
N -3.369 -0.769 -1.825 0.00
C -3.204 -0.632 -2.970 0.00
C -3.154 -0.368 -4.449 0.00
C -2.125 0.728 -4.697 0.00
C -2.722 -1.641 -5.176 0.00
C -4.564 0.060 -4.848 0.00
H -2.510 1.687 -4.342 0.00
H -1.203 0.487 -4.153 0.00
H -1.890 0.832 -5.761 0.00
H -3.416 -2.462 -4.953 0.00
H -2.699 -1.493 -6.265 0.00
H -1.712 -1.920 -4.848 0.00
H -4.631 0.325 -5.907 0.00
H -5.284 -0.741 -4.633 0.00
H -4.856 0.941 -4.264 0.00
Cl -1.648 2.256 5.121 0.00
C -1.978 1.170 3.845 0.00
C -3.190 0.487 3.762 0.00
C -3.409 -0.336 2.658 0.00
C -2.431 -0.405 1.661 0.01
N -1.248 0.218 1.793 0.08
C -0.999 0.998 2.859 0.00
H -3.927 0.618 4.544 0.00
H -4.322 -0.912 2.524 0.00
H -2.619 -0.922 0.713 0.00
H -0.054 1.532 2.922 0.00
```

Spin multiplicity: 3
HOMO-LUMO gap (spin up / spin down): 0.234 / 0.177 Eh
<S²>: 2.012
E: -77242.4012 eV
Net charge: +1
Energy relative to the best compared isomer or geometry (same formula, charge and spin): 0.00 kJ/mol
M: 725.7 g mol⁻¹
Highest occupied orbital energy (spin up / spin down): -8.96 / -8.92 eV

=====

The following is a DFT calculation (the ωB97M-V functional and the def2-TZVPD basis) of a molecular structure, C34H55F6NO8S.

The geometry in XYZ format:
```
105
Properties=species:S:1:pos:R:3:mulliken_charge:R:1
C -7.419 2.233 -0.868 -0.85
C -6.771 1.245 -1.501 -0.71
C -5.283 1.167 -1.372 -0.20
O -4.726 2.451 -1.849 -0.41
S -3.154 2.245 -1.844 1.01
O -2.691 2.406 -0.506 -0.64
O -2.516 2.965 -2.889 -0.41
O -3.171 0.710 -2.257 -0.43
C -4.508 0.133 -2.184 2.33
C -5.028 -0.171 -3.595 -1.50
C -4.474 0.722 -4.707 -0.06
C -4.696 0.099 -6.099 -1.18
C -6.036 0.483 -6.721 -0.79
C -6.244 1.993 -6.963 -0.69
C -4.983 2.794 -7.358 -0.91
C -4.418 -1.158 -1.358 -1.54
C -3.663 -1.059 -0.034 -0.64
C -3.200 -2.444 0.496 -0.71
C -1.664 -2.571 0.579 -0.80
C -1.162 -3.393 1.796 -0.63
C -0.099 -2.634 2.597 -0.83
C 0.811 -3.536 3.431 -0.68
C 2.171 -2.885 3.776 -0.67
C 2.685 -3.237 5.194 -0.55
C 4.164 -3.688 5.227 -1.00
C 5.014 -2.906 6.226 -0.14
C 4.647 -3.293 7.654 -0.93
N 5.304 -2.485 8.662 0.36
C 4.687 -1.879 9.711 -0.30
C 5.621 -1.228 10.465 -0.58
C 6.873 -1.450 9.838 -0.63
C 6.642 -2.229 8.743 -0.34
H -7.076 2.552 0.112 0.27
H -8.261 2.756 -1.303 0.28
H -7.344 0.530 -2.079 0.38
H -5.052 1.179 -0.303 0.64
H -6.105 -0.001 -3.569 0.01
H -4.916 -1.228 -3.837 0.46
H -3.409 0.904 -4.593 0.53
H -5.004 1.675 -4.687 0.22
H -3.855 0.313 -6.757 0.40
H -4.689 -0.992 -5.994 0.51
H -6.811 0.171 -6.010 0.24
H -6.243 -0.093 -7.624 0.43
H -6.956 2.086 -7.785 0.40
H -6.733 2.469 -6.113 0.40
H -4.108 2.174 -7.515 0.23
H -4.800 3.579 -6.626 0.13
H -5.157 3.316 -8.300 0.49
H -4.026 -1.977 -1.963 0.63
H -5.452 -1.436 -1.119 0.25
H -4.302 -0.624 0.735 0.27
H -2.785 -0.419 -0.100 0.42
H -3.585 -3.234 -0.150 0.38
H -3.584 -2.558 1.509 0.46
H -1.214 -1.580 0.652 0.43
H -1.301 -3.023 -0.345 0.20
H -2.011 -3.624 2.438 0.36
H -0.728 -4.319 1.413 0.42
H 0.495 -1.979 1.957 0.51
H -0.638 -1.979 3.291 0.17
H 0.309 -3.872 4.340 0.42
H 1.014 -4.442 2.850 0.28
H 2.066 -1.806 3.661 0.36
H 2.891 -3.260 3.049 0.34
H 2.040 -4.032 5.567 0.33
H 2.577 -2.354 5.827 0.36
H 4.223 -4.760 5.433 0.31
H 4.580 -3.551 4.228 0.40
H 4.940 -1.835 6.036 0.32
H 6.048 -3.219 6.068 0.24
H 4.977 -4.327 7.796 0.20
H 3.570 -3.297 7.812 0.49
H 3.629 -1.904 9.913 0.32
H 5.443 -0.665 11.364 0.41
H 7.830 -1.069 10.150 0.42
H 7.361 -2.599 8.032 0.35
C 6.953 1.535 2.049 -1.09
C 7.331 0.169 1.520 -0.21
O 8.309 -0.471 2.367 -0.34
C 7.839 -1.060 3.453 0.34
O 6.699 -1.120 3.806 -0.50
C 8.995 -1.730 4.224 0.89
F 10.049 -0.918 4.327 -0.26
F 9.384 -2.841 3.584 -0.27
F 8.604 -2.069 5.448 -0.18
H 7.842 2.153 2.177 0.31
H 6.275 2.031 1.355 0.37
H 6.461 1.458 3.018 0.30
H 7.807 0.252 0.546 0.32
H 6.460 -0.476 1.411 0.31
C -0.846 5.091 -5.023 -1.01
C -1.514 5.969 -6.058 -0.16
O -0.676 6.152 -7.222 -0.32
C -0.689 5.160 -8.097 0.33
O -1.316 4.147 -8.017 -0.51
C 0.211 5.510 -9.299 0.92
F 1.383 6.013 -8.899 -0.25
F -0.392 6.423 -10.071 -0.26
F 0.450 4.431 -10.036 -0.24
H 0.131 5.497 -4.756 0.34
H -1.460 5.029 -4.126 0.34
H -0.694 4.082 -5.404 0.28
H -1.679 6.970 -5.666 0.34
H -2.480 5.567 -6.361 0.20
```

HOMO-LUMO gap: 0.303 Eh
E: -81158.7687 eV
Net charge: 0
M: 751.9 g mol⁻¹
Highest occupied orbital energy: -7.99 eV

=====

The following is a DFT calculation (the ωB97M-V functional and the def2-TZVPD basis) of 4 unconnected molecules or ions with the total composition C34H55NO6.

The geometry in XYZ format:
```
96
Properties=species:S:1:pos:R:3:mulliken_charge:R:1
C 5.413 -1.343 -2.458 -1.38
C 4.363 -2.159 -1.691 0.03
O 3.892 -1.431 -0.554 -0.34
C 2.497 -1.610 -0.338 -0.37
C 1.722 -0.358 -0.782 -0.99
C 1.912 -0.023 -2.267 -0.08
C 1.084 -0.931 -3.196 -0.57
C 0.433 -0.151 -4.378 -1.58
C -0.756 0.575 -3.810 0.82
C -0.730 1.853 -3.458 -0.50
C -1.951 2.481 -2.852 -0.27
O -2.283 3.631 -3.087 -0.66
C -2.750 1.551 -1.967 0.70
C -2.779 0.220 -2.336 -0.05
C -3.437 -0.710 -1.594 -1.17
C -4.093 -0.330 -0.442 1.39
C -4.810 -1.379 0.399 -0.16
C -4.974 -2.741 -0.262 -0.84
N -5.503 -3.750 0.675 -0.62
C -4.087 0.999 -0.074 0.80
C -4.837 1.449 1.166 -1.34
C -4.005 1.355 2.454 -1.06
C -3.411 1.955 -0.820 0.62
C -3.372 3.428 -0.431 -2.14
C -2.039 -0.186 -3.584 0.05
O -2.453 -1.030 -4.360 -0.61
H 5.335 -0.292 -2.175 0.37
H 6.426 -1.726 -2.325 0.32
H 5.225 -1.388 -3.536 0.35
H 4.755 -3.128 -1.358 0.47
H 3.527 -2.330 -2.376 0.08
H 2.371 -1.746 0.743 0.14
H 2.103 -2.519 -0.808 0.30
H 0.656 -0.474 -0.554 0.40
H 2.093 0.451 -0.142 0.43
H 1.571 1.011 -2.384 0.07
H 2.975 -0.013 -2.519 0.31
H 1.642 -1.803 -3.545 0.33
H 0.243 -1.287 -2.586 0.36
H 0.123 -0.884 -5.127 0.37
H 1.127 0.560 -4.832 0.45
H 0.172 2.447 -3.571 0.54
H -3.408 -1.724 -1.969 0.31
H -4.193 -1.541 1.293 0.17
H -5.748 -0.947 0.757 0.20
H -5.561 -2.676 -1.188 0.39
H -3.986 -3.098 -0.566 0.36
H -6.473 -3.924 0.443 0.25
H -4.989 -4.614 0.575 0.25
H -5.767 0.895 1.306 0.41
H -5.124 2.491 1.019 0.58
H -3.650 0.345 2.671 0.27
H -3.186 2.076 2.493 0.30
H -4.671 1.620 3.285 0.37
H -3.588 3.603 0.617 0.43
H -2.406 3.827 -0.735 0.45
H -4.100 3.939 -1.071 0.30
C 5.321 -2.348 2.231 0.14
C 4.229 -3.176 2.897 -0.40
C 4.527 -2.956 4.372 -0.47
O 5.100 -1.649 4.484 -0.38
C 5.432 -1.163 3.177 -0.56
H 5.089 -2.053 1.209 -0.29
H 6.259 -2.910 2.222 0.34
H 3.247 -2.765 2.648 0.11
H 4.239 -4.228 2.613 0.41
H 5.259 -3.682 4.743 0.27
H 3.633 -3.016 4.997 0.31
H 4.715 -0.378 2.914 0.25
H 6.432 -0.728 3.194 0.28
C 4.283 -2.605 8.799 -0.54
C 4.988 -1.586 7.912 -0.21
C 3.966 -0.463 7.855 -0.30
O 3.254 -0.495 9.099 -0.43
C 3.564 -1.706 9.794 -0.45
H 4.958 -3.314 9.278 0.36
H 3.556 -3.171 8.211 0.25
H 5.901 -1.238 8.401 0.29
H 5.252 -1.966 6.928 0.06
H 3.246 -0.623 7.046 0.19
H 4.423 0.518 7.723 0.29
H 4.211 -1.456 10.642 0.26
H 2.645 -2.150 10.179 0.28
C -3.855 4.292 -5.696 0.14
C -4.007 3.968 -7.177 -0.64
C -4.932 5.081 -7.647 -0.43
O -4.657 6.216 -6.821 -0.42
C -3.845 5.812 -5.711 -0.48
H -2.966 3.869 -5.243 -0.15
H -4.726 3.928 -5.145 0.21
H -3.038 4.049 -7.676 0.29
H -4.407 2.973 -7.371 0.37
H -5.984 4.807 -7.511 0.25
H -4.775 5.347 -8.693 0.29
H -2.833 6.200 -5.872 0.29
H -4.241 6.247 -4.793 0.25
```

SMILES: CCOCCCCCC1=CC(=O)c2c(cc(CCN)c(CC)c2C)C1=O.C1CCOC1.C1CCOC1.C1CCOC1
HOMO-LUMO gap: 0.312 Eh
E: -49923.1938 eV
Net charge: 0
M: 573.8 g mol⁻¹
Highest occupied orbital energy: -9.17 eV

=====

The following is a DFT calculation (the ωB97M-V functional and the def2-TZVPD basis) of a molecular structure, C34H56BN11ORuS.

The geometry in XYZ format:
```
105
Properties=species:S:1:pos:R:3:lowdin_spin:R:1
Ru 0.380 -0.205 0.489 0.83
C -1.157 -2.648 -4.027 0.00
C -0.441 -1.567 -3.291 0.02
C 0.325 -0.551 -3.812 0.01
C 0.791 0.213 -2.749 0.01
N 0.303 -0.336 -1.582 0.01
N -0.447 -1.429 -1.967 0.00
B -1.152 -2.387 -0.992 0.00
N -2.146 -1.624 -0.132 0.00
N -1.735 -0.618 0.690 0.00
C -2.835 -0.226 1.390 0.00
C -3.926 -0.979 0.947 0.00
C -3.456 -1.854 -0.005 0.01
C -4.206 -2.892 -0.769 0.00
C -3.022 0.705 2.591 0.00
C -3.118 -0.210 3.829 0.00
C -4.356 1.455 2.440 0.00
C -1.937 1.753 2.840 0.00
N -0.122 -3.089 -0.120 0.00
N 0.819 -2.379 0.566 0.00
C 1.683 -3.296 1.072 0.00
C 1.238 -4.574 0.722 0.00
C 0.105 -4.406 -0.039 0.00
C -0.746 -5.446 -0.686 0.00
C 3.020 -3.076 1.762 0.00
C 4.021 -2.592 0.699 0.00
C 2.933 -2.124 2.954 0.00
C 3.548 -4.408 2.314 0.00
C 1.661 1.436 -3.048 0.00
C 2.823 1.620 -2.087 0.00
C 0.786 2.695 -3.105 0.00
C 2.279 1.260 -4.444 0.00
H -1.030 -2.494 -5.097 0.00
H -0.759 -3.631 -3.774 0.00
H -2.222 -2.650 -3.802 0.00
H 0.526 -0.394 -4.855 0.00
H -1.748 -3.198 -1.622 0.00
H -4.937 -0.928 1.308 0.00
H -5.250 -2.874 -0.467 0.00
H -4.155 -2.714 -1.843 0.00
H -3.812 -3.890 -0.579 0.00
H -3.883 -0.976 3.705 0.00
H -2.165 -0.711 4.013 0.00
H -3.366 0.388 4.707 0.00
H -5.221 0.795 2.454 0.00
H -4.464 2.149 3.275 0.00
H -4.379 2.033 1.514 0.00
H -0.983 1.472 2.424 0.00
H -2.213 2.720 2.414 0.00
H -1.804 1.906 3.912 0.00
H 1.699 -5.512 0.971 0.00
H -0.373 -6.431 -0.414 0.00
H -1.785 -5.374 -0.364 0.00
H -0.725 -5.362 -1.772 0.00
H 3.652 -1.732 0.144 0.00
H 4.974 -2.329 1.161 0.00
H 4.202 -3.391 -0.022 0.00
H 2.540 -1.157 2.673 0.00
H 2.306 -2.557 3.740 0.00
H 3.928 -1.967 3.373 0.00
H 3.767 -5.123 1.522 0.00
H 4.481 -4.216 2.846 0.00
H 2.847 -4.863 3.016 0.00
H 2.471 1.905 -1.109 0.00
H 3.418 0.708 -2.011 0.00
H 3.473 2.421 -2.445 0.00
H 0.273 2.872 -2.165 0.00
H 1.409 3.564 -3.324 0.00
H 0.038 2.603 -3.897 0.00
H 2.879 0.352 -4.510 0.00
H 1.528 1.246 -5.234 0.00
H 2.934 2.110 -4.636 0.00
N 2.258 0.213 0.921 0.03
C 3.329 0.682 0.911 0.01
C 4.550 1.273 0.991 0.03
C 5.739 0.496 1.003 0.00
N 6.693 -0.148 1.004 0.02
C 4.557 2.696 1.035 0.00
N 4.503 3.845 1.097 0.01
C 0.759 0.529 3.649 0.00
O 0.220 -0.354 2.638 0.01
H 1.711 0.156 4.018 0.00
H 0.043 0.608 4.464 0.00
H 0.904 1.501 3.187 0.00
H 0.361 -1.278 2.883 0.00
C -2.878 3.242 -2.799 0.00
C -3.124 2.680 -1.405 0.00
N -1.911 2.172 -0.776 0.00
C -1.011 2.896 -0.116 0.00
S 0.395 2.169 0.542 -0.01
N -1.184 4.208 0.022 0.00
C -0.249 5.115 0.706 0.00
C 0.924 5.536 -0.163 0.00
H -3.804 3.639 -3.214 0.00
H -2.510 2.462 -3.465 0.00
H -2.138 4.044 -2.789 0.00
H -3.824 1.846 -1.451 0.00
H -3.580 3.424 -0.747 0.00
H -1.710 1.185 -0.839 0.00
H -1.937 4.637 -0.492 0.00
H 0.095 4.617 1.612 0.00
H -0.838 5.978 1.013 0.00
H 1.529 4.676 -0.447 0.00
H 1.566 6.218 0.392 0.00
H 0.580 6.043 -1.065 0.00
```

Spin multiplicity: 2
HOMO-LUMO gap (spin up / spin down): 0.294 / 0.219 Eh
<S²>: 0.757
E: -68697.0233 eV
Net charge: +1
M: 778.8 g mol⁻¹
Highest occupied orbital energy (spin up / spin down): -10.60 / -10.57 eV